ORCA calculation (ωB97M-V/def2-TZVPD) on a structure of composition C67H50Cl4IN7OTeW in a non-equilibrium geometry.

XYZ file:
```
132
Properties=species:S:1:pos:R:3:forces:R:3:lowdin_charge:R:1
H -2.660252 -1.343800 2.891402 -0.03 0.01 0.00 0.0533
O 3.198318 3.004364 2.294308 -0.08 -0.01 -0.13 0.0739
H 1.445642 0.237837 3.420174 -0.04 -0.03 -0.01 0.0581
C -3.996136 -0.121976 -1.000152 -0.32 0.17 -0.18 -0.0819
H -0.893396 2.309904 7.135466 -0.01 -0.02 -0.01 0.1182
C 0.949788 1.180928 -2.355119 0.10 -0.02 -0.13 -0.2470
H 0.205608 4.291937 -0.376491 0.01 0.03 -0.04 0.1209
H 0.931002 1.802864 1.943335 0.08 0.03 -0.05 0.0715
H -0.415000 -5.022995 2.755658 0.00 0.04 0.02 0.0882
H -3.585371 -8.073914 0.509484 0.03 0.04 0.03 0.1166
C -2.245188 1.136114 1.661819 -0.07 0.08 0.07 -0.2113
H 6.595177 2.480786 -1.973865 -0.03 0.01 0.07 0.0860
C 1.705571 -0.852747 -2.619908 0.13 -0.02 -0.10 -0.2073
H 1.624454 -3.908047 -4.606021 0.06 0.00 0.01 0.1312
C -2.906878 -7.391203 1.004889 -0.04 0.04 -0.08 -0.0764
H 6.424267 1.808508 -0.345186 0.01 0.05 -0.03 0.0684
C 2.126308 1.281268 -3.159127 -0.05 0.20 0.07 0.0165
C -6.369056 0.520599 -0.414082 -0.06 -0.02 0.01 -0.0376
C -1.914556 2.696327 3.448063 -0.01 0.21 0.03 -0.1051
C 2.561214 0.016210 -3.367156 0.09 -0.17 -0.03 0.0382
C 6.256944 2.697590 -0.958405 0.06 0.01 0.02 -0.0528
C 0.072615 2.230315 -2.085625 0.20 0.18 -0.02 -0.0709
H -3.611678 -0.434233 5.279910 0.10 0.02 0.02 0.1068
W -0.423628 -0.676204 -0.214717 -1.23 -0.51 -1.11 1.5296
N 0.714959 -0.125348 -2.004930 -0.24 0.06 0.21 -0.0054
C 1.909415 -2.226851 -2.511487 0.21 0.16 -0.10 -0.0583
C 1.417722 -4.424759 -1.483738 0.12 0.01 -0.09 0.0387
C 2.994353 -2.856405 -3.327331 -0.10 -0.05 0.00 -0.2121
H 0.945124 1.438715 5.740236 -0.05 -0.04 -0.01 0.1307
C -1.217038 1.967257 -1.673661 -0.15 0.13 0.01 -0.2216
C -0.307019 -3.775936 -0.220917 0.09 0.05 -0.04 -0.2813
N 0.125851 -2.618139 -0.840600 0.21 0.01 -0.18 -0.0458
H 2.595629 5.457668 1.348314 0.01 0.00 -0.03 0.0734
C -0.126745 1.839161 2.121161 -0.04 0.20 -0.17 -0.1411
C 3.658537 -4.301933 -5.148172 -0.11 0.01 0.02 -0.0757
Cl 6.229984 -4.770732 -5.811935 -0.01 0.00 0.00 0.7173
C -1.087333 1.520737 6.419881 0.00 -0.05 0.03 -0.0606
Cl 1.409201 7.943282 -3.307526 0.01 0.04 0.00 0.7210
H -7.488812 -0.072040 -4.059197 0.03 0.01 0.06 0.1153
C 0.442980 3.636385 -2.409188 -0.08 -0.04 -0.06 -0.1985
H 4.611544 3.924506 -1.637062 -0.01 0.01 0.01 0.1289
H 1.237552 5.683179 -5.007472 -0.02 -0.02 0.05 0.1173
H 6.879536 3.503366 -0.563052 -0.04 -0.06 -0.03 0.0821
C 4.604161 4.856213 0.831383 0.07 -0.08 -0.04 -0.1746
H 0.406832 -5.884167 -0.201008 -0.01 0.08 -0.04 0.1330
C -0.055735 1.030939 5.637691 -0.01 -0.05 0.17 -0.0444
H -3.178638 1.369634 6.906144 0.05 -0.02 -0.04 0.1186
C -2.470248 -2.938755 0.475821 -0.04 0.13 0.08 -0.2687
N -2.334081 -1.669227 -0.085156 0.01 0.01 -0.01 -0.0261
C 2.666678 -3.712908 -4.376725 -0.02 0.03 -0.07 -0.0172
H 4.612520 -1.958620 -2.233239 -0.03 0.00 -0.04 0.1178
Cl -9.731226 0.757053 -2.540028 0.02 0.00 0.01 0.7137
H -4.454407 2.461547 -1.994094 0.06 -0.04 0.01 0.1331
C -2.268820 -7.778212 2.173338 0.00 -0.05 0.02 -0.6637
I -4.780711 1.810426 3.130933 -0.11 0.03 -0.05 1.0557
H 5.431699 5.214138 0.219233 0.01 0.00 0.03 0.1213
H -5.124772 -0.427282 -3.414334 -0.04 0.01 0.03 0.1296
C -8.083864 0.506676 -2.085507 -0.07 0.02 -0.01 -0.6628
C 0.829791 -0.533321 3.884544 0.13 -0.02 -0.09 -0.3505
C -0.569533 2.658250 3.138289 0.04 0.16 -0.03 -0.0235
C 0.524677 -4.877092 -0.571800 -0.05 -0.12 0.06 0.0431
C 3.420661 5.802484 0.724049 0.01 -0.03 -0.03 -0.0585
H 3.084388 5.877275 -0.310598 -0.01 0.01 0.01 0.0574
H -2.908918 0.530249 1.070957 -0.04 -0.06 0.02 0.0655
H 4.172999 2.262214 -1.320210 -0.05 -0.05 -0.01 0.0971
N 1.673154 -0.372473 0.338823 0.59 0.45 0.28 -0.1210
C 5.336144 -3.199527 -3.816542 0.01 0.09 0.12 -0.0839
C 2.540244 -1.348373 0.648732 0.09 -0.22 0.10 -0.1682
H 2.182058 -4.991292 -1.993788 -0.06 0.06 0.02 0.1309
H -4.226545 -4.096128 1.250597 0.06 0.04 -0.05 0.1299
Te -0.056622 -1.845820 2.464808 -0.12 -0.45 -0.10 1.5762
C 4.336546 -2.610523 -3.056259 0.08 0.01 0.10 -0.0344
C 0.441774 4.589735 -1.394240 0.02 0.01 0.06 -0.0282
H 3.710131 6.799823 1.059537 0.00 -0.06 -0.01 0.0891
H -2.202163 3.882819 -2.286972 0.02 -0.10 0.03 0.1328
C 4.787538 3.085930 -0.960172 -0.06 0.09 0.17 -0.1912
C -2.612129 -0.022774 5.380408 0.00 -0.02 0.07 -0.0702
H 3.387026 -0.304897 -3.982772 -0.06 0.01 0.05 0.1262
C 4.255812 0.225104 1.164490 0.30 0.03 -0.02 0.0412
C -5.844344 -0.104935 -2.669056 -0.01 0.01 -0.12 -0.0122
C 0.724328 4.043092 -3.713579 0.03 -0.01 -0.05 -0.0229
C 1.023981 5.366903 -3.994246 -0.01 -0.11 -0.07 -0.0748
C -1.577195 -0.513946 4.584858 -0.08 0.00 0.01 -0.2817
H -2.078623 -2.566567 4.027420 -0.03 0.01 0.06 0.0759
C -4.568701 -2.221697 0.190828 -0.14 0.12 -0.06 0.0506
N -1.693335 0.738286 -1.256811 -0.03 -0.24 0.01 -0.0155
C -7.694960 0.723169 -0.773136 0.09 0.01 0.11 -0.0791
N -0.939399 1.091121 1.354571 0.34 -0.13 0.27 -0.0379
C -1.375048 -6.930049 2.806070 0.06 0.11 0.02 -0.0808
H 1.484906 -1.185714 4.460602 0.06 0.08 0.10 0.0692
C 4.989450 -4.041605 -4.859753 0.00 -0.03 -0.07 -0.6637
H 1.438979 1.642919 0.028041 -0.09 0.14 -0.03 0.1103
C 2.128164 0.884251 0.352071 0.19 0.18 0.15 -0.1000
H 0.157199 3.239180 3.691732 -0.03 -0.02 -0.04 0.1343
H 6.380185 -3.009534 -3.602930 -0.05 -0.01 0.00 0.1134
C 1.168207 -3.032060 -1.673251 -0.03 -0.15 0.27 -0.2292
C -7.167283 0.092885 -3.038503 0.11 -0.04 -0.06 -0.0790
H -8.424501 1.051245 -0.042919 0.05 -0.02 -0.04 0.1143
C -3.438400 2.144911 -1.814362 -0.20 -0.07 0.05 0.0458
C -2.658239 -6.133135 0.479212 -0.03 0.00 -0.07 -0.0262
C 0.736827 5.918005 -1.665454 -0.03 -0.05 0.08 -0.1041
H 0.684080 3.326106 -4.526108 0.00 0.03 0.05 0.1287
C -1.492047 -3.915136 0.500682 0.09 -0.11 0.26 -0.1530
C -3.854310 -3.210239 0.759301 0.05 -0.16 0.05 0.0315
C -3.060518 0.837748 -1.364311 0.03 0.15 0.02 -0.2160
H -3.143352 -5.838524 -0.446104 0.02 -0.01 0.07 0.1323
C -0.297620 0.014145 4.716561 0.05 -0.03 0.12 -0.2953
C 1.033157 6.295898 -2.964828 0.00 0.03 0.01 -0.6650
C -2.306247 2.862497 -1.948120 0.20 0.10 0.01 0.0504
C -5.434487 0.104234 -1.356170 0.10 0.01 0.07 -0.2169
H -0.872329 -7.253984 3.708638 -0.03 0.03 -0.05 0.1147
H -2.290025 3.308740 4.259084 0.03 -0.04 -0.08 0.1193
H 3.404069 -4.954530 -5.973386 0.00 0.02 0.05 0.1163
H 4.492470 -1.915023 1.281827 -0.01 0.04 -0.01 0.1295
C -1.130560 -5.673292 2.267859 0.01 -0.03 0.02 -0.0304
C -2.369883 0.992771 6.290858 0.03 -0.02 0.02 -0.0650
C -3.633665 -1.269105 -0.341258 0.01 -0.22 0.30 -0.2240
N 4.300327 3.491782 0.365576 0.00 -0.03 -0.09 -0.0354
C -1.777049 -5.255124 1.108051 -0.10 0.01 -0.08 -0.2166
H -5.642662 -2.136250 0.113683 0.10 0.01 0.01 0.1325
C -2.757932 1.903230 2.696032 -0.05 -0.05 -0.16 -0.6782
C -1.851558 -1.601920 3.575658 -0.06 0.08 -0.08 -0.3351
H -6.060477 0.691807 0.609315 -0.01 0.00 -0.01 0.0447
H 2.172529 -2.362525 0.588523 0.01 -0.05 0.02 0.0871
H 2.538393 2.196566 -3.555639 -0.06 -0.09 0.01 0.1176
C 3.838377 -1.087531 1.040777 -0.01 -0.17 0.01 0.0020
C 3.381906 1.237844 0.806969 0.01 0.12 -0.01 -0.0913
H 5.248360 0.459059 1.535570 -0.09 -0.02 0.01 0.1408
Cl -2.581335 -9.338951 2.837946 0.00 -0.01 0.00 0.7189
C 3.631486 2.680676 1.191094 0.09 0.04 0.02 -0.4282
H 0.737336 6.659913 -0.877243 -0.01 -0.04 -0.03 0.1134
H 4.953739 4.790729 1.859446 -0.01 -0.01 0.05 0.1275
```
Positions in Å, forces in eV/Å.

The energy is -5514.920792 Eh. As for the net charge: +2. As for the HOMO energy (spin up / spin down): -12.2 / -12.1 eV. Its energy above the lowest of the compared OMol25 structures with the same formula, charge and spin is 0.00 kcal per mole.